{"formula": "C9H11OPS", "method": "ωB97M-V/def2-TZVPD", "gap_ev": 9.5380, "charge": 0, "smiles": "O=[P@]1(c2ccccc2)CCCS1", "relative_energy_kcal_mol": 0.0, "elements": ["O", "P", "C", "C", "C", "C", "C", "C", "C", "C", "C", "S", "H", "H", "H", "H", "H", "H", "H", "H", "H", "H", "H"], "coordinates": [[-0.6952, 2.5670, -0.1599], [-0.8263, 1.0879, -0.0955], [0.8374, 0.4098, 0.3147], [1.2626, 0.3209, 1.5617], [2.5638, -0.0037, 1.6697], [3.4456, -0.2162, 0.6624], [3.0595, -0.0271, -0.6496], [1.7040, 0.3039, -0.8177], [-1.6339, 0.3448, -1.4221], [-2.4185, -0.9652, -0.8413], [-2.9809, -0.6210, 0.4617], [-1.8296, 0.3146, 1.5809], [0.7430, 0.5651, 2.4462], [2.9263, -0.1760, 2.6636], [4.4539, -0.4296, 0.9220], [3.7148, -0.0797, -1.5201], [1.2110, 0.3298, -1.7852], [-1.0695, -0.0963, -2.3007], [-2.4029, 0.9627, -1.8379], [-3.2067, -1.2170, -1.6956], [-1.8060, -1.8473, -0.6957], [-3.8783, 0.0022, 0.4905], [-3.1742, -1.5296, 1.0479]], "forces_ev_per_angstrom": [[-0.5, -0.3, -0.2], [2.6, 2.0, 2.5], [-1.8, 0.9, -5.3], [0.7, 0.2, 1.0], [1.7, -0.9, 2.4], [0.7, 0.3, -1.0], [-1.5, 0.5, -0.7], [-0.2, -1.0, 1.0], [-1.1, -4.6, -1.8], [-0.3, 1.0, -3.3], [-1.5, 0.1, 2.8], [-0.6, -0.3, -0.9], [-1.0, 0.0, 0.6], [0.4, 0.1, 0.5], [0.7, -0.3, 0.0], [-0.1, -0.2, 0.4], [0.5, 0.3, -0.1], [0.0, 1.1, 1.1], [-0.2, 0.8, 0.0], [1.4, 0.3, 2.1], [0.6, 0.1, -0.4], [0.0, -0.3, -0.5], [-0.3, 0.2, -0.2]], "nbo_charge": [-1.069, 1.797, -0.373, -0.198, -0.191, -0.213, -0.189, -0.198, -0.863, -0.396, -0.507, -0.112, 0.230, 0.204, 0.214, 0.220, 0.206, 0.273, 0.269, 0.227, 0.220, 0.223, 0.228]}

{"formula": "C9H12", "method": "ωB97M-V/def2-TZVPD", "gap_ev": 8.8025, "charge": 0, "relative_energy_kcal_mol": 172.8, "elements": ["C", "C", "C", "C", "C", "C", "C", "C", "C", "H", "H", "H", "H", "H", "H", "H", "H", "H", "H", "H", "H"], "coordinates": [[0.8017, 1.3733, 1.4904], [0.9139, 0.9957, -0.0198], [0.2459, 1.9580, -1.0895], [0.3700, -0.3997, -0.2081], [-0.8539, -0.8096, 0.1119], [-2.1528, -0.0847, 0.0408], [-3.2501, -0.8318, -0.0030], [1.4812, -1.4048, -0.2810], [2.6749, -1.8471, -0.1799], [-0.2573, 0.8784, 2.1515], [0.8367, 2.4528, 1.4784], [1.8515, 0.8109, 2.0859], [1.9679, 0.9157, -0.0231], [-0.8915, 2.2933, -1.1487], [0.9344, 2.9305, -1.4302], [0.4483, 1.4687, -2.0798], [-0.9955, -1.9193, 0.1598], [-1.8483, 1.0027, -0.4052], [-3.0766, -2.0454, 0.5037], [-4.2812, -0.4289, -0.1169], [3.9259, -2.0550, -0.3467]], "forces_ev_per_angstrom": [[-0.3, -3.2, 2.7], [-2.7, 0.5, 0.6], [1.7, 2.2, -2.7], [1.9, -1.6, 1.2], [-1.3, -1.9, -0.8], [3.0, 1.7, -2.0], [-0.6, -2.4, 2.5], [4.7, -0.6, 0.7], [-1.0, 1.5, -1.4], [3.3, 1.9, -2.3], [0.1, 0.3, 0.9], [-3.4, 2.0, -1.7], [1.1, 0.4, -1.5], [2.6, -0.8, 0.8], [-1.8, -2.0, 1.8], [-0.7, -0.2, 0.8], [0.2, 1.0, 0.0], [-2.1, -2.5, 1.5], [-0.9, 3.9, -1.9], [0.9, -0.6, -0.1], [-4.8, 0.4, 0.7]], "nbo_charge": [-0.577, -0.293, -0.652, -0.078, -0.162, -0.265, -0.353, -0.046, -0.275, 0.214, 0.209, 0.215, 0.247, 0.227, 0.224, 0.227, 0.206, 0.227, 0.196, 0.217, 0.291]}

{"formula": "C9H12AuCl2LaN3O3P", "method": "ωB97M-V/def2-TZVPD", "gap_ev": [7.1405, 4.1227], "charge": 4, "relative_energy_kcal_mol": 26.3, "multiplicity": 3, "elements": ["Au", "La", "Cl", "Cl", "C", "C", "C", "O", "O", "O", "C", "N", "C", "N", "C", "N", "C", "P", "C", "C", "H", "H", "H", "H", "H", "H", "H", "H", "H", "H", "H", "H"], "coordinates": [[-2.7800, 3.6729, -2.3421], [-1.5788, 1.3326, -1.4078], [-0.4028, 3.5507, -1.5572], [-4.1375, 2.0167, -1.2989], [-1.5573, 1.9579, 0.9620], [-2.8972, 4.1177, -4.2629], [-4.5589, 4.4660, -2.7773], [-1.4428, 2.3807, 2.0369], [-3.1644, 4.5677, -5.2884], [-5.6330, 4.4633, -3.1946], [1.0764, -3.1538, 0.9885], [1.5902, -2.4667, -0.2231], [2.7864, -1.6632, 0.1322], [2.5229, -0.6976, 1.2257], [1.9971, -1.4301, 2.4037], [0.7741, -2.2101, 2.0917], [-0.3643, -1.3397, 1.7755], [-0.0108, -0.3240, 0.2819], [0.5652, -1.6604, -0.8779], [1.6258, 0.3792, 0.7970], [1.8522, -3.8499, 1.3389], [0.1553, -3.6946, 0.7264], [3.1241, -1.1121, -0.7576], [3.5700, -2.3593, 0.4788], [1.7660, -0.7099, 3.1996], [2.7751, -2.1386, 2.7344], [-1.2572, -1.9548, 1.5709], [-0.5800, -0.6629, 2.6103], [0.9687, -1.2051, -1.7956], [-0.2987, -2.2873, -1.1447], [1.4472, 1.0891, 1.6234], [2.0672, 0.9255, -0.0498]], "forces_ev_per_angstrom": [[0.4, 2.4, 0.5], [0.2, -4.6, -1.6], [0.2, 1.5, -0.4], [-0.6, -0.7, 0.9], [0.2, 3.0, 6.9], [0.4, 2.7, -7.3], [-7.4, 0.9, -1.2], [-0.5, -2.1, -4.9], [1.1, -2.0, 4.2], [4.4, 0.3, 1.7], [0.0, -1.4, -0.2], [-0.3, 1.0, 0.9], [0.3, -0.4, 0.1], [-1.9, -0.7, -0.5], [1.1, 0.0, 1.8], [0.7, 2.1, -2.8], [-0.6, -0.8, 0.9], [1.1, -0.8, 0.3], [0.0, -0.5, 0.0], [0.5, 0.2, 0.5], [-0.3, 0.1, -0.1], [0.4, 0.0, 0.1], [0.0, -0.3, 0.3], [-0.2, 0.3, -0.3], [0.2, -0.3, -0.1], [-0.4, 0.3, 0.0], [0.3, 0.1, 0.2], [0.1, -0.2, 0.0], [0.0, -0.2, 0.1], [0.3, 0.0, 0.0], [0.2, -0.2, -0.3], [0.0, -0.1, 0.2]], "lowdin_spin": [0.441, -0.002, 0.095, 0.083, 0.000, 0.120, 0.188, -0.001, 0.025, 0.035, 0.019, 0.093, 0.024, 0.195, 0.013, 0.489, 0.053, 0.059, 0.010, 0.020, 0.001, 0.003, 0.007, 0.001, 0.001, 0.000, 0.008, 0.004, 0.007, 0.001, -0.001, 0.009]}

{"formula": "C9H12Cl2I2N2O2S", "method": "ωB97M-V/def2-TZVPD", "gap_ev": 8.5962, "charge": 0, "elements": ["C", "C", "I", "C", "I", "C", "C", "N", "C", "C", "N", "C", "S", "O", "O", "H", "H", "H", "H", "H", "H", "H", "H", "H", "H", "C", "Cl", "Cl", "H", "H"], "coordinates": [[-3.2852, -1.1155, 0.8387], [-1.6693, -1.0138, 1.1323], [-0.7676, -1.9983, -0.6428], [-1.3301, 0.5613, 1.2373], [-1.4971, 1.3718, -0.7979], [-0.0128, 0.9740, 2.0396], [0.4980, -0.1200, 3.1220], [0.6845, -1.2195, 3.6108], [1.2827, 1.4123, 1.1999], [2.2872, 2.0852, 2.2957], [3.0060, 2.5993, 3.1218], [2.1455, 0.1695, 0.5835], [2.6006, 0.4683, -1.2228], [3.3070, 1.7944, -1.4172], [1.4567, 0.2122, -2.1685], [-3.7800, -1.9752, 1.4231], [-3.4579, -1.3696, -0.2817], [-3.8370, -0.1314, 1.0244], [-1.5120, -1.6225, 2.0864], [-2.2242, 1.0370, 1.8080], [-0.2928, 1.8990, 2.6873], [1.1230, 2.2374, 0.4242], [3.1769, 0.1202, 1.1191], [1.6633, -0.8539, 0.7562], [3.5728, -0.5232, -1.4952], [-0.6113, -1.0042, -4.3487], [-1.6130, 0.1716, -5.2095], [0.1754, -2.1181, -5.4740], [0.1531, -0.4724, -3.7842], [-1.2426, -1.5757, -3.6676]], "forces_ev_per_angstrom": [[-0.1, -0.5, -1.0], [-2.4, 0.5, 0.0], [0.1, -0.3, 1.4], [-0.7, -1.2, 1.0], [0.0, 0.5, 1.1], [1.0, 0.8, 1.4], [-0.6, -4.8, -0.1], [-0.8, 6.3, -2.4], [2.3, 0.3, 1.4], [1.7, 1.7, 2.2], [-3.8, -2.8, -4.4], [0.8, 0.2, 0.8], [-0.4, 2.2, -3.0], [-1.9, -3.5, 1.4], [2.6, 0.3, 2.7], [0.9, 1.4, -0.7], [0.2, 0.6, 2.0], [0.8, -1.4, 0.0], [0.5, 1.1, -1.5], [1.6, -0.9, -1.0], [0.5, -1.5, -1.2], [-0.2, -1.3, 1.1], [-1.7, 0.2, -1.0], [0.4, 1.5, -0.7], [-0.9, 0.7, 0.6], [0.1, 0.0, 0.3], [-0.1, 0.1, 0.1], [0.0, -0.1, 0.1], [-0.1, -0.1, -0.2], [0.0, 0.1, -0.3]], "nbo_charge": [-0.657, -0.351, 0.096, -0.366, 0.178, -0.324, 0.261, -0.295, -0.291, 0.247, -0.294, -0.646, 1.877, -0.896, -0.934, 0.235, 0.233, 0.218, 0.261, 0.256, 0.282, 0.307, 0.279, 0.287, 0.039, -0.407, -0.032, -0.031, 0.252, 0.217]}

{"formula": "C9H12Cl2N3O3PRhTm", "method": "ωB97M-V/def2-TZVPD", "gap_ev": [6.3178, 5.8115], "charge": 4, "relative_energy_kcal_mol": 0.0, "multiplicity": 7, "elements": ["Rh", "Tm", "Cl", "Cl", "C", "C", "C", "O", "O", "O", "C", "N", "C", "N", "C", "N", "C", "P", "C", "C", "H", "H", "H", "H", "H", "H", "H", "H", "H", "H", "H", "H"], "coordinates": [[-2.6681, -0.0818, -4.4712], [-2.2623, -0.3962, -1.8575], [-0.8954, -1.6172, -3.5964], [-3.1905, 1.8217, -1.4335], [-0.3109, 0.8936, -2.0502], [-3.4417, -1.5865, -5.1307], [-4.1640, 0.7473, -5.1148], [0.5216, 1.5688, -2.4281], [-4.0277, -2.3404, -5.7988], [-5.0660, 1.0985, -5.7630], [0.7945, 0.5346, 3.2510], [0.9479, -0.8921, 2.8522], [2.3272, -1.0473, 2.3460], [2.5494, -0.1943, 1.1426], [2.3383, 1.2322, 1.4893], [1.0123, 1.4586, 2.1143], [-0.0872, 1.3453, 1.1563], [-0.0857, -0.3645, 0.3561], [-0.0973, -1.3699, 1.9545], [1.7040, -0.6669, 0.0418], [1.5274, 0.7145, 4.0602], [-0.2235, 0.6793, 3.6220], [2.4887, -2.0916, 2.0499], [3.0174, -0.7487, 3.1657], [2.4270, 1.8420, 0.5867], [3.1349, 1.5615, 2.1675], [-1.0066, 1.4701, 1.7447], [-0.0751, 2.1377, 0.3975], [0.0774, -2.4097, 1.6636], [-1.0942, -1.3401, 2.4138], [1.9963, -0.2073, -0.9002], [1.8321, -1.7512, -0.0315]], "forces_ev_per_angstrom": [[3.8, 1.3, 1.0], [-0.7, -0.3, 2.2], [0.1, 0.6, 0.3], [0.4, -1.0, -0.2], [2.3, 2.6, -2.2], [-4.7, -7.6, -5.4], [-6.6, 4.6, -4.5], [-1.6, -1.4, 1.1], [2.7, 3.3, 3.3], [4.0, -1.8, 3.2], [-0.3, 0.5, 2.4], [-0.1, 1.9, -2.9], [1.7, -1.3, 0.9], [-3.3, 0.1, 1.1], [1.8, 1.6, -0.1], [0.1, -3.3, -1.6], [0.1, 0.6, 0.7], [-0.9, -0.4, 1.0], [0.0, -0.3, 0.6], [1.0, 0.2, 0.0], [-0.4, 0.2, -0.4], [0.2, 0.1, 0.2], [0.1, 0.2, 0.3], [-0.3, -0.3, -0.7], [-0.1, -0.1, 0.0], [-0.2, -0.2, 0.1], [-0.1, -0.2, -0.4], [0.3, -0.1, 0.1], [0.2, 0.0, 0.1], [0.2, 0.3, 0.1], [0.2, 0.1, -0.1], [0.0, 0.0, -0.3]], "nbo_charge": [0.513, 1.570, -0.396, -0.424, 0.419, 0.458, 0.506, -0.329, -0.232, -0.219, -0.157, -0.028, -0.152, -0.063, -0.158, -0.032, -0.561, 0.818, -0.553, -0.575, 0.301, 0.280, 0.284, 0.297, 0.277, 0.302, 0.308, 0.311, 0.306, 0.316, 0.307, 0.305]}

{"formula": "C9H12ClNO3S", "method": "ωB97M-V/def2-TZVPD", "gap_ev": 8.4911, "charge": 0, "relative_energy_kcal_mol": 101.6, "elements": ["C", "C", "C", "C", "C", "C", "C", "C", "C", "N", "O", "O", "O", "S", "Cl", "H", "H", "H", "H", "H", "H", "H", "H", "H", "H", "H", "H"], "coordinates": [[-0.7675, -2.5435, 1.9798], [-1.4938, -1.4718, 2.2803], [-0.4730, -2.5715, 0.4902], [0.0765, 0.6579, 0.7175], [0.5232, 1.8529, -2.6604], [0.2937, -0.7065, -2.5859], [0.6798, 1.5780, 2.7237], [0.5879, 0.4696, -0.4805], [-0.0208, 0.5967, -1.8691], [-1.2575, -1.5697, -0.0961], [0.4377, -3.2184, 0.0272], [-1.2478, 0.8273, 0.9116], [0.8606, 0.4432, 1.8597], [-2.1080, -0.6091, 0.8248], [-1.8190, -0.8751, 3.8279], [-0.2489, -3.2229, 2.6517], [1.6169, 1.9258, -2.9691], [0.4339, 2.7231, -1.9732], [0.1020, 1.8149, -3.6626], [-0.2375, -1.5003, -2.1931], [-0.1067, -0.5421, -3.6383], [1.4570, -0.8916, -2.5860], [-0.0582, 1.4858, 3.5483], [0.4486, 2.4900, 2.1133], [1.7327, 1.7851, 3.1655], [1.6606, 0.3411, -0.5592], [-1.0723, 0.7312, -1.8476]], "forces_ev_per_angstrom": [[-0.1, 0.3, -0.3], [0.2, -0.6, 1.0], [0.2, 1.2, 1.3], [1.8, -0.9, 0.4], [1.7, -0.5, 0.8], [2.1, 1.9, -2.6], [2.3, 1.5, 0.7], [0.6, 1.2, -1.4], [2.0, 0.1, 0.3], [-1.2, 0.0, -1.7], [-1.2, 0.4, -0.3], [-0.9, 0.3, 0.4], [-1.8, 1.0, -0.5], [1.8, -2.4, -0.4], [-0.3, 0.2, 0.6], [-0.3, 0.3, 0.0], [-0.8, -0.9, 1.0], [-0.7, -0.1, -1.1], [-0.9, 0.8, 0.3], [-0.7, -1.7, 0.9], [0.9, -0.5, 0.9], [-2.3, 0.2, -0.2], [0.4, -0.4, -0.7], [0.0, -0.8, 0.5], [-1.8, -0.4, -0.4], [0.1, -0.1, 0.4], [-1.1, 0.1, 0.3]], "nbo_charge": [-0.269, -0.286, 0.654, 0.490, -0.619, -0.585, -0.275, -0.198, -0.249, -0.917, -0.524, -0.672, -0.528, 1.375, 0.073, 0.253, 0.208, 0.218, 0.220, 0.235, 0.195, 0.201, 0.190, 0.186, 0.197, 0.223, 0.204]}

{"formula": "C9H12ClNSi", "method": "ωB97M-V/def2-TZVPD", "gap_ev": [7.5573, 7.5625], "charge": 0, "relative_energy_kcal_mol": 55.3, "elements": ["C", "C", "C", "C", "C", "C", "C", "C", "C", "N", "Si", "Cl", "H", "H", "H", "H", "H", "H", "H", "H", "H", "H", "H", "H"], "coordinates": [[2.9917, 0.6634, -1.4173], [2.6671, -0.0363, -0.2645], [1.9918, 1.2548, -2.1696], [1.3489, -0.1355, 0.1407], [0.6708, 1.1442, -1.7722], [0.3322, 0.4528, -0.6099], [-0.9220, 2.1753, 2.1034], [-1.8522, 1.5422, 1.3982], [-1.4377, -3.1047, 0.3269], [-1.5737, -2.0533, 1.2889], [-1.4416, 0.3799, -0.0088], [-2.8159, 0.3760, -1.4934], [4.0236, 0.7424, -1.7281], [3.4466, -0.5050, 0.3166], [2.2394, 1.8074, -3.0650], [1.0882, -0.6788, 1.0359], [-0.1100, 1.5984, -2.3683], [-1.1690, 2.8311, 2.9261], [0.1298, 2.0769, 1.8805], [-2.8930, 1.6756, 1.6618], [-1.6253, -4.0667, 0.8272], [-2.1257, -3.0496, -0.5319], [-0.4116, -3.1140, -0.0471], [-2.5522, -1.9763, 1.5700]], "forces_ev_per_angstrom": [[0.0, -0.1, 0.1], [0.1, 0.0, 0.0], [0.0, 0.1, -0.1], [-0.2, -0.1, 0.1], [-0.2, 0.0, 0.0], [-0.5, 0.1, 0.0], [0.1, 0.0, -0.1], [0.0, -0.3, -0.6], [-0.1, -0.3, -0.4], [0.1, 3.2, -0.7], [0.6, -2.4, 2.2], [-0.2, 0.1, -0.2], [0.1, 0.0, 0.0], [0.1, 0.0, 0.1], [0.0, 0.0, -0.1], [0.0, -0.2, 0.2], [0.0, 0.0, -0.1], [-0.1, 0.0, 0.1], [0.2, 0.0, -0.1], [-0.1, 0.0, 0.0], [0.1, 0.0, -0.1], [0.1, -0.1, 0.0], [0.0, -0.1, -0.1], [0.1, 0.0, -0.1]], "nbo_charge": [-0.188, -0.232, -0.215, -0.129, -0.187, -0.557, -0.304, -0.710, -0.435, -0.816, 1.560, -0.358, 0.216, 0.218, 0.217, 0.228, 0.216, 0.201, 0.198, 0.231, 0.182, 0.160, 0.180, 0.324]}

{"formula": "C9H12ClO3S", "method": "ωB97M-V/def2-TZVPD", "gap_ev": 5.4470, "charge": -1, "smiles": "CCO/C(C)=C(\\Cl)[C@@]1(C)OC([O-])=CS1", "relative_energy_kcal_mol": 0.0, "elements": ["C", "C", "O", "C", "C", "C", "Cl", "C", "C", "O", "C", "O", "C", "S", "H", "H", "H", "H", "H", "H", "H", "H", "H", "H", "H", "H"], "coordinates": [[3.7376, -0.1007, 0.7874], [3.2025, -0.3511, -0.6570], [2.0389, 0.3265, -0.9787], [0.7494, -0.1608, -0.5739], [0.4887, -1.7161, -0.6854], [-0.1167, 0.7725, -0.0976], [0.4907, 2.3415, 0.3498], [-1.5767, 0.7485, -0.0090], [-2.2850, 2.0586, 0.1146], [-2.1902, -0.1000, -0.8729], [-3.4550, -0.5843, -0.3143], [-4.3595, -0.6836, -1.0882], [-3.2354, -0.8909, 0.9884], [-1.8968, -0.1154, 1.7381], [4.0516, 0.8990, 1.0291], [3.0314, -0.3147, 1.5980], [4.5721, -0.6977, 1.0885], [3.0514, -1.5128, -0.7522], [3.9532, -0.0392, -1.3368], [-0.5564, -1.7731, -0.5201], [0.8924, -2.2324, 0.1068], [0.9380, -1.9674, -1.6607], [-3.3263, 1.8066, 0.2424], [-2.1449, 2.5006, -0.8748], [-1.9008, 2.7088, 0.8574], [-4.1542, -0.9222, 1.5212]], "forces_ev_per_angstrom": [[-1.0, 0.0, 0.5], [-0.2, -2.8, 2.2], [-1.8, 0.0, 0.3], [0.8, -0.2, 0.6], [0.3, 4.2, -1.9], [1.7, -0.4, -1.5], [1.0, 0.2, -0.1], [-0.5, -1.5, 3.0], [-0.2, -0.2, -1.8], [0.6, 0.5, -1.2], [1.8, -0.3, 0.0], [-1.9, -0.2, -1.5], [-1.3, -0.4, 0.8], [1.1, 0.4, 0.0], [0.0, 0.8, -0.6], [-0.5, -0.1, -0.5], [0.8, -0.8, -0.5], [0.4, 2.0, 0.0], [0.6, 0.2, -0.9], [-1.2, -0.5, -0.7], [1.5, -1.1, 1.8], [-0.8, -0.6, 0.4], [-0.4, 0.2, 0.2], [-0.3, 0.5, -0.1], [0.1, 0.4, 0.7], [-0.6, -0.3, 0.8]], "nbo_charge": [-0.653, -0.039, -0.529, 0.323, -0.669, -0.109, -0.032, 0.216, -0.652, -0.587, 0.656, -0.693, -0.796, 0.061, 0.206, 0.217, 0.200, 0.152, 0.178, 0.274, 0.211, 0.209, 0.232, 0.197, 0.222, 0.206]}

> Among the records above, which one has the lowest charge?

C9H12ClO3S